Entry a
This record from OMol25 describes 9 unconnected molecules or ions with the total composition C36H99N9O9. The level of theory is ωB97M-V/def2-TZVPD.

Atoms and positions in Å:
O1 3.1730 6.4032 3.4522
O2 4.2960 -0.4531 -8.1743
O3 -2.6434 5.9200 7.2905
O4 3.3050 -3.4424 2.4032
O5 -4.8732 -4.8541 -7.7160
O6 3.6641 -9.7687 -3.5557
O7 -1.2881 -0.1466 6.2890
O8 -2.6834 -0.2788 -1.9320
O9 -3.3714 6.0803 -0.8375
N1 -2.6456 6.9639 10.1467
N2 4.2921 -6.3409 -1.8604
N3 5.9784 6.4125 2.2183
N4 -3.5845 8.8379 -3.2799
N5 2.9844 -5.9554 5.1534
N6 -1.5397 -1.4554 1.3619
N7 -3.3751 -2.4201 5.9338
N8 4.5418 -1.4064 -5.4929
N9 -4.5875 -3.4686 -10.2976
C1 -0.3157 6.9790 10.0752
C2 -0.8796 0.6289 0.2927
C3 3.6925 -7.6753 -2.2263
C4 4.3524 -8.5522 -3.2666
C5 5.1490 0.1126 -9.1481
C6 3.6218 -10.8145 -2.6094
C7 4.6879 6.4370 1.5562
C8 4.0506 -2.2666 2.2458
C9 -3.2971 7.5069 -2.8148
C10 -4.4520 5.2038 -0.8228
C11 3.4817 -0.5257 -5.8973
C12 -1.9857 -0.9024 7.3191
C13 -1.8702 7.0893 -3.2209
C14 -5.8207 -3.9819 -9.7539
C15 -3.5320 7.4027 -1.3256
C16 -4.2908 -1.8715 7.9545
C17 -0.1148 0.4046 6.7601
C18 2.9237 -5.5048 3.7516
C19 -6.8232 -4.0976 -10.8782
C20 -3.4030 -1.3521 6.8419
C21 -5.5868 -5.1968 -8.8742
C22 -1.6050 5.7069 8.2664
C23 -2.7146 4.9735 6.2812
C24 -2.3124 -1.2354 -0.9217
C25 4.0376 0.3699 -7.0232
C26 3.1999 0.2219 -4.5705
C27 1.4936 -5.4719 3.3370
C28 4.8575 5.8075 0.2061
C29 2.3180 7.5315 3.2644
C30 3.5974 5.6577 2.2595
C31 3.5952 -4.1784 3.6429
C32 -4.7749 -5.8962 -6.8196
C33 -2.7922 -0.9025 -3.1863
C34 -2.0101 -0.5142 0.3752
C35 2.2659 -7.2489 -2.5993
C36 -1.5504 6.9407 9.2047
H1 -4.6650 4.7976 -1.8116
H2 -0.8553 1.1757 1.2353
H3 -3.8406 -2.7722 8.3721
H4 5.1481 -0.3632 -10.1288
H5 -6.1181 -3.2045 -9.0502
H6 4.3998 -7.9447 -4.1704
H7 -3.1690 -0.2579 -3.9804
H8 -1.3162 -1.7142 7.6035
H9 4.9516 0.9065 -6.7685
H10 -3.4858 -1.7288 -3.0306
H11 -6.7957 -3.3443 -11.6655
H12 4.7086 1.0665 -9.4382
H13 3.0439 -6.9637 5.1541
H14 -3.1310 -1.9337 -0.7476
H15 1.5990 -8.1094 -2.5467
H16 5.3958 -8.7636 -3.0323
H17 3.5910 -1.5514 2.9280
H18 1.3006 -5.0767 2.3397
H19 3.2611 1.0817 -7.3034
H20 -2.9892 4.0318 6.7565
H21 -0.2544 6.0859 10.6971
H22 -2.6936 -3.0895 6.2617
H23 3.7400 -5.9687 -1.1010
H24 -2.8450 -2.0471 5.1592
H25 3.6556 -8.2252 -1.2859
H26 -1.8710 6.6850 -4.2331
H27 -5.2746 -2.0703 7.5294
H28 -0.3767 7.8248 10.7601
H29 5.2316 -6.3695 -1.4907
H30 0.5697 -0.4044 7.0152
H31 -6.5228 -4.9670 -11.4630
H32 -0.6506 5.7358 7.7409
H33 5.4481 6.4768 -0.4195
H34 0.8079 -4.9422 3.9984
H35 1.8548 -6.5596 -1.8618
H36 4.1383 0.6353 -4.2009
H37 -3.4397 6.5610 9.6699
H38 4.2895 -2.0393 -4.7474
H39 -4.2836 -1.1873 8.8029
H40 -7.8689 -4.1499 -10.5753
H41 2.6045 8.2533 2.4996
H42 -4.2027 4.4179 -0.1099
H43 3.7011 -11.7854 -3.0985
H44 -4.2472 -4.2876 -10.7808
H45 4.3829 7.4760 1.4315
H46 -0.3388 0.9896 7.6521
H47 -1.8069 4.9720 5.6778
H48 -1.3667 -1.6813 -1.2297
H49 2.3470 8.0716 4.2107
H50 -3.2336 8.9770 -4.2166
H51 2.6237 1.1295 -4.7505
H52 3.3401 -3.5329 4.4833
H53 2.6560 5.4541 1.7492
H54 2.2271 -6.8068 -3.5949
H55 -1.4400 -0.8833 2.1883
H56 3.8740 -1.9951 1.2050
H57 -1.2313 7.9712 -3.2657
H58 -3.8309 -0.4787 6.3497
H59 4.5261 -10.8234 -2.0010
H60 -1.5163 6.2872 -2.5731
H61 -3.5504 5.2353 5.6324
H62 6.1804 0.2354 -8.8175
H63 3.5147 -6.1726 3.1248
H64 -5.7660 -6.2514 -6.5375
H65 -1.1822 1.3171 -0.4965
H66 -1.7012 4.7297 8.7396
H67 4.8196 -1.9426 -6.3025
H68 -4.9914 -5.9503 -9.3899
H69 -4.1574 -5.7531 -5.9329
H70 -2.7714 7.9553 -0.7741
H71 2.6054 -1.0386 -6.2937
H72 -4.5231 7.8034 -1.1134
H73 -4.0079 -3.4361 -9.4711
H74 -1.5418 7.7347 8.4581
H75 -2.5441 6.3410 10.9351
H76 4.0418 4.7068 2.5535
H77 5.8341 6.8780 3.1029
H78 5.3797 4.8592 0.3329
H79 0.3109 1.0055 5.9564
H80 0.5711 6.9628 9.4417
H81 6.1890 5.4901 2.5717
H82 3.8596 -5.7131 5.5955
H83 1.2193 -6.5267 3.3533
H84 -2.8901 -0.0121 0.7770
H85 0.1049 0.1892 0.1328
H86 3.8986 5.6486 -0.2872
H87 -2.2113 -0.2582 8.1689
H88 2.7575 -0.3930 -3.7868
H89 1.3117 7.1202 3.1852
H90 -6.5794 -5.6039 -8.6817
H91 4.6643 -4.3440 3.7759
H92 -1.8783 -1.3267 -3.6020
H93 -5.3405 5.6726 -0.3998
H94 5.0588 -2.3313 2.6550
H95 -4.5144 -6.8191 -7.3377
H96 2.7138 -10.8119 -2.0063
H97 -0.6057 -1.7722 1.1441
H98 -3.9258 6.7420 -3.2706
H99 -2.9456 9.3753 -2.7115

Properties
SMILES: COC[C@H](C)N.COC[C@H](C)N.COC[C@H](C)N.COC[C@H](C)N.COC[C@H](C)N.COC[C@H](C)N.COC[C@H](C)N.COC[C@H](C)N.COC[C@H](C)N
HOMO: -9.079 eV
Multiplicity: 1
Total charge: 0
Kohn-Sham gap: 9.22 eV

***

Entry b
This record from OMol25 describes 9 unconnected molecules or ions with the total composition C36H99N9O9. The level of theory is ωB97M-V/def2-TZVPD.

Atoms and positions in Å:
O1 -1.8437 -6.6996 -25.5136
O2 -7.6637 -10.0187 -12.0704
O3 -17.2497 -23.9018 -15.5954
O4 -14.0152 -14.6841 -16.4945
O5 -11.4147 -19.4366 -22.6456
O6 -10.6856 -8.4625 -23.8504
O7 -6.7411 -12.2742 -28.9901
O8 -7.3083 -14.5645 -18.9374
O9 -8.3925 -16.9595 -7.0419
N1 -10.8164 -4.9363 -24.8625
N2 -14.1869 -15.5532 -13.6916
N3 0.7338 -6.7141 -26.9647
N4 -5.9188 -10.7875 -14.5029
N5 -11.5549 -18.5810 -8.2765
N6 -15.8252 -24.6189 -18.9296
N7 -13.8459 -20.5634 -23.4547
N8 -5.0801 -8.9256 -29.6212
N9 -9.0671 -15.2917 -16.6742
C1 -6.4181 -13.5206 -28.4096
C2 -6.9433 -9.7395 -30.8503
C3 -6.7052 -8.7075 -15.4993
C4 -14.5950 -16.3170 -14.8532
C5 -7.8202 -9.6728 -13.4251
C6 -15.0693 -15.4457 -15.9946
C7 -8.3423 -16.2032 -17.6117
C8 -8.1913 -15.6518 -18.9832
C9 0.5853 -6.0989 -25.6918
C10 -7.3637 -13.7635 -20.1264
C11 -14.3947 -13.6579 -17.4027
C12 -6.4934 -9.5163 -14.1578
C13 -10.3019 -9.1529 -25.0052
C14 -0.8366 -5.6370 -25.3906
C15 -18.5624 -23.7009 -15.1146
C16 -12.5259 -18.5768 -22.8677
C17 -15.5382 -17.3791 -14.3178
C18 -10.7003 -19.8590 -23.8423
C19 -15.8637 -24.3376 -17.4947
C20 -11.0833 -7.0831 -23.9866
C21 -14.9106 -18.4683 -23.9741
C22 -8.0661 -16.1373 -5.9951
C23 -8.8656 -10.2206 -11.2916
C24 -9.8580 -17.1150 -7.1388
C25 -15.0146 -23.0348 -17.4043
C26 -10.1626 -18.3453 -7.9886
C27 -13.5694 -19.1892 -23.8603
C28 -10.1185 -6.1673 -24.7442
C29 -5.6654 -11.2715 -29.0181
C30 -6.2229 -9.8597 -29.5237
C31 1.6852 -4.9903 -25.6176
C32 -9.0357 -17.5460 -17.7113
C33 -17.2475 -24.1178 -16.9687
C34 -8.7478 -6.0708 -23.9831
C35 -9.4956 -18.2963 -9.4156
C36 -1.6812 -7.6760 -24.5068
H1 -13.5723 -13.0153 -17.7172
H2 -15.1720 -13.1118 -16.8683
H3 -8.0853 -5.4555 -24.5919
H4 -19.2656 -24.5213 -15.2581
H5 -9.8095 -19.2215 -7.4449
H6 -9.1279 -15.2450 -19.3647
H7 -10.3369 -4.3469 -25.5279
H8 -8.4780 -10.4047 -13.8938
H9 -15.3076 -16.0773 -16.8504
H10 -11.5704 -19.4126 -8.8495
H11 -9.9519 -20.5078 -23.3872
H12 -9.9624 -6.5567 -25.7502
H13 0.4988 -6.0114 -27.6510
H14 -13.0330 -18.3450 -21.9311
H15 0.0580 -7.4096 -27.2469
H16 -5.4571 -8.0247 -29.8788
H17 -10.3196 -16.2217 -7.5596
H18 -7.0165 -15.8508 -6.0613
H19 -8.5910 -14.4170 -16.8420
H20 -17.7461 -23.2614 -17.4226
H21 -13.1422 -19.2877 -24.8582
H22 -8.3608 -8.7269 -13.4581
H23 -13.9549 -23.2210 -17.5784
H24 -13.9563 -16.2184 -12.9674
H25 -14.7618 -17.4347 -24.2867
H26 -9.5761 -10.8558 -11.8204
H27 -2.4958 -8.4003 -24.5011
H28 -8.1785 -16.6093 -5.0191
H29 -12.0385 -7.1347 -24.5092
H30 -9.1130 -17.9897 -16.7187
H31 -11.6178 -5.1455 -25.4405
H32 -15.5407 -18.7898 -24.8034
H33 -5.4974 -13.9925 -28.7526
H34 -7.2519 -14.2226 -28.4125
H35 -6.3217 -10.0113 -31.7034
H36 -0.8831 -5.1407 -24.4212
H37 -16.4220 -25.4250 -19.0491
H38 -14.8022 -14.0047 -18.3523
H39 -15.2964 -22.2764 -18.1346
H40 -9.7542 -17.4233 -10.0149
H41 -16.4299 -16.9644 -13.8478
H42 0.7684 -6.8502 -24.9236
H43 -13.3082 -15.1186 -13.9347
H44 -6.7605 -12.8591 -20.0468
H45 -7.7972 -10.4168 -30.8355
H46 -7.3544 -16.3415 -17.1724
H47 -9.2532 -8.9367 -25.2094
H48 -8.4443 -18.0737 -9.2335
H49 -17.8921 -24.9605 -17.2187
H50 1.5616 -4.0999 -26.2341
H51 -8.3560 -13.3453 -20.2952
H52 -12.0347 -18.7826 -7.4109
H53 -10.0343 -15.1373 -16.9206
H54 -7.4521 -9.2384 -16.0895
H55 -13.7050 -16.8898 -15.1138
H56 -0.7877 -8.2910 -24.6137
H57 -15.9419 -17.9849 -15.1291
H58 -8.7204 -10.4737 -10.2414
H59 -10.2788 -17.1925 -6.1363
H60 -4.9393 -11.5822 -29.7693
H61 -4.9847 -11.2715 -28.1668
H62 -7.7681 -16.4154 -19.6358
H63 -15.3015 -25.0461 -16.8865
H64 -10.0675 -17.5345 -18.0627
H65 -11.2731 -20.4399 -24.5651
H66 -18.5333 -23.4916 -14.0452
H67 -7.0558 -14.3409 -20.9982
H68 -10.9846 -8.9240 -25.8235
H69 -15.4516 -18.3618 -23.0339
H70 -1.6237 -7.1664 -23.5450
H71 -10.1607 -19.0489 -24.3329
H72 -6.4180 -11.3256 -15.1966
H73 -15.1271 -17.9848 -13.5102
H74 -8.4680 -18.2179 -18.3550
H75 -14.7153 -20.6137 -22.9431
H76 2.6696 -5.4548 -25.6753
H77 -5.7814 -11.3457 -13.6724
H78 1.5509 -4.5384 -24.6348
H79 -1.0994 -4.8526 -26.1003
H80 -8.3989 -7.0911 -23.8242
H81 -14.9091 -24.9432 -19.2044
H82 -6.1964 -13.4238 -27.3468
H83 -5.7572 -8.7449 -16.0360
H84 -12.1722 -17.6027 -23.2055
H85 -15.9717 -14.8673 -15.7963
H86 -19.0881 -22.8210 -15.4853
H87 -9.5869 -19.1648 -10.0679
H88 -7.3682 -8.7551 -31.0461
H89 -8.7415 -5.7134 -22.9534
H90 -6.8297 -9.4428 -28.7199
H91 -8.5787 -15.1754 -5.9939
H92 -11.2032 -6.7386 -22.9594
H93 -13.1909 -20.7857 -22.7187
H94 -4.7584 -8.7179 -28.6866
H95 -15.0947 -22.5140 -16.4501
H96 -6.9840 -7.6887 -15.2302
H97 -5.7816 -9.0071 -13.5081
H98 -10.3575 -10.2217 -24.7985
H99 -9.3887 -9.2701 -11.1867

Properties
SMILES: COC[C@H](C)N.COC[C@H](C)N.COC[C@H](C)N.COC[C@H](C)N.COC[C@H](C)N.COC[C@H](C)N.COC[C@H](C)N.COC[C@H](C)N.COC[C@H](C)N
HOMO: -8.841 eV
Multiplicity: 1
Total charge: 0
Kohn-Sham gap: 9.12 eV

***

Taking the most stable structure as the zero point, the relative energies in eV are entry a 0.054; entry b 0.000.